1.
This record from OMol25 describes 2 unconnected molecules or ions with the total composition C2H2BrF2O3S at a distorted geometry. The level of theory is wB97M-V/def2-TZVPD.

Last column: Mulliken charge in e.
CARTESIAN COORDINATES (ANGSTROEM)
C: -0.83013 -0.02645 -0.57782  -0.66
C: -0.06373 -0.36959 1.74080  0.21
O: -0.09122 0.53054 -2.71194  -0.66
O: 0.96806 1.86798 -0.93008  -0.65
O: 1.66814 -0.45354 -1.29375  -0.62
F: 0.51142 0.72561 2.24578  -0.18
F: -1.17376 -0.62108 2.48172  -0.20
S: 0.63308 0.54911 -1.42288  1.18
Br: 1.10870 -1.86450 1.75927  -0.13
H: -1.61706 0.69837 -0.47212  0.36
H: -1.11351 -1.03644 -0.81897  0.35

Results
Energy above the lowest of the compared OMol25 structures with the same formula, charge and spin: 62.0 kcal per mole
Charge: -1
Calculated total energy: -3475.03969 Ha
LUMO (spin up / spin down): 3.08 / 3.08 eV
Frontier orbital gap (spin up / spin down): 8.01 / 8.01 eV
M: 224.00 g mol⁻¹


2.
This record from OMol25 describes 2 unconnected molecules or ions with the total composition C5H10O at a distorted geometry. The level of theory is wB97M-V/def2-TZVPD.

Last column: Mulliken charge in e.
CARTESIAN COORDINATES (ANGSTROEM)
C: -1.44862 -1.44908 -0.17429  -0.74
C: -0.54001 -0.72212 0.46711  -0.41
C: 0.90675 -0.71768 0.12206  0.13
C: 1.89709 0.02586 0.91072  -0.48
O: 1.65723 -1.34679 1.15529  -0.43
H: -2.48944 -1.43943 0.13304  0.28
H: -1.18582 -2.00706 -1.07044  0.27
H: -0.81418 -0.07321 1.30027  0.33
H: 1.17536 -1.00164 -0.90005  0.44
H: 2.88408 0.23021 0.49283  0.27
H: 1.57022 0.72276 1.68438  0.24
C: -0.70824 1.56403 -0.81828  -0.96
H: -0.32862 1.99823 0.11894  0.20
H: -1.59193 2.10184 -1.13809  0.38
H: 0.09180 1.57768 -1.56201  0.26
H: -1.07567 0.53639 -0.72148  0.23

Results
Energy above the lowest of the compared OMol25 structures with the same formula, charge and spin: 71.8 kcal per mole
Calculated total energy: -271.63819 Ha
LUMO: 1.08 eV
Frontier orbital gap: 10.39 eV
M: 86.13 g mol⁻¹


3.
This record from OMol25 describes 4 unconnected molecules or ions with the total composition C9H23NO16P2 at a distorted geometry. The level of theory is wB97M-V/def2-TZVPD.

Last column: Mulliken charge in e.
CARTESIAN COORDINATES (ANGSTROEM)
N: 3.44899 -0.22133 -1.87479  -0.72
P: 2.46226 -1.38934 -1.91692  0.82
O: 2.98004 -2.80455 -1.37953  -0.44
O: 1.98317 -1.85400 -3.36040  -0.42
O: 1.11498 -1.16880 -1.01112  -0.11
P: -0.28472 -0.50433 -1.41634  0.83
O: -1.11159 -0.33095 -0.23085  -0.61
O: -0.96612 -1.38304 -2.54065  -0.43
O: -0.05627 0.93044 -2.05173  -0.14
O: 0.67546 0.86499 -3.30495  -0.31
H: 3.11135 0.55253 -1.31540  0.26
H: 2.86558 -2.87974 -0.41845  0.30
H: 2.07677 -2.80423 -3.48609  0.32
H: -0.81505 -2.32152 -2.37020  0.33
H: 1.30657 1.58902 -3.16132  0.33
C: 2.66628 5.82058 -2.54188  -0.66
O: 2.11121 4.68330 -1.87195  -0.26
C: 1.61551 4.95110 -0.65981  0.71
O: 1.60563 6.02849 -0.12798  -0.55
O: 1.13890 3.81868 -0.15286  -0.20
C: 0.56189 3.93865 1.15322  -0.67
H: 3.02477 5.45424 -3.49884  0.21
H: 1.90538 6.58288 -2.69508  0.30
H: 3.49264 6.23568 -1.96894  0.30
H: -0.28182 4.62507 1.13587  0.33
H: 1.30660 4.28013 1.86908  0.31
H: 0.22225 2.94106 1.41465  0.18
C: -3.47318 1.47128 0.11625  -0.61
O: -4.35876 2.46020 0.67102  -0.33
C: -4.99702 2.07803 1.76874  0.76
O: -4.90381 1.00973 2.31502  -0.55
O: -5.77324 3.08813 2.17524  -0.33
C: -6.52398 2.80878 3.35818  -0.63
H: -3.03133 1.92614 -0.76451  0.27
H: -2.69237 1.20543 0.82022  0.32
H: -4.02953 0.58054 -0.16565  0.32
H: -5.86021 2.59245 4.19309  0.29
H: -7.19522 1.96722 3.19807  0.29
H: -7.09772 3.70764 3.56308  0.21
C: 1.71806 -5.99473 -0.92088  -0.54
O: 1.56108 -6.68966 0.31538  -0.31
C: 1.80865 -5.90958 1.36909  0.79
O: 2.13426 -4.74797 1.31447  -0.55
O: 1.63872 -6.61891 2.47504  -0.33
C: 1.87288 -5.89419 3.68952  -0.62
H: 1.49948 -6.69650 -1.71982  0.27
H: 1.02452 -5.15602 -0.96478  0.20
H: 2.73861 -5.62929 -1.01525  0.29
H: 1.18505 -5.05558 3.77186  0.30
H: 2.89922 -5.53581 3.72777  0.29
H: 1.69517 -6.60232 4.49212  0.22

Results
Calculated total energy: -2298.16956 Ha
LUMO: -0.10 eV
Frontier orbital gap: 9.88 eV
M: 463.22 g mol⁻¹


4.
This record from OMol25 describes a single C4H6N2O2 molecule at a distorted geometry. The level of theory is wB97M-V/def2-TZVPD.

Last column: Mulliken charge in e.
CARTESIAN COORDINATES (ANGSTROEM)
O: 0.33707 2.18092 -0.28636  -0.59
C: -0.35061 1.12688 -0.41380  0.38
N: -1.80096 0.94701 -0.15980  -0.38
O: -1.95745 -0.28322 0.36984  -0.24
C: -0.91322 -1.06087 -0.39651  -0.32
C: 0.31449 -0.20505 -0.15357  0.59
C: 1.47844 0.06674 0.87234  -0.48
N: 1.80213 -0.27434 -0.58020  -0.56
H: -2.23171 1.58570 0.80901  0.34
H: -0.90724 -2.13606 -0.02520  0.30
H: -1.34168 -1.30065 -1.51645  0.22
H: 1.45562 -0.64336 1.78693  0.22
H: 1.95066 1.02871 0.88321  0.31
H: 2.16445 -1.03242 -1.18944  0.22

Results
Energy above the lowest of the compared OMol25 structures with the same formula, charge and spin: 169.9 kcal per mole
Calculated total energy: -415.76991 Ha
LUMO: 0.46 eV
Frontier orbital gap: 9.33 eV
M: 114.10 g mol⁻¹


5.
This record from OMol25 describes a single C4H8N2O molecule at a distorted geometry. The level of theory is wB97M-V/def2-TZVPD.

Last column: Mulliken charge in e.
CARTESIAN COORDINATES (ANGSTROEM)
C: 0.05526 -1.54331 1.29623  -0.89
N: -0.59175 -0.57365 0.46057  -0.31
C: 0.16780 0.03116 -0.67928  0.18
C: 1.64029 -0.08750 -0.70236  0.04
N: 2.79118 -0.23214 -0.71915  -0.42
C: -0.20016 1.55254 -0.75294  -0.59
O: -1.58786 1.79350 -0.68610  -0.51
H: 0.88773 -1.08094 1.82699  0.33
H: -0.63663 -1.97773 2.04240  0.30
H: 0.43671 -2.33689 0.65615  0.32
H: -1.01528 0.13296 1.00536  0.23
H: -0.34913 -0.82246 -1.17937  0.27
H: 0.27134 2.02209 -1.62971  0.38
H: 0.20529 2.05471 0.15253  0.34
H: -2.07481 1.06766 -1.09132  0.34

Results
Energy above the lowest of the compared OMol25 structures with the same formula, charge and spin: 73.9 kcal per mole
Calculated total energy: -341.88587 Ha
LUMO: 0.75 eV
Frontier orbital gap: 10.05 eV
M: 100.12 g mol⁻¹


6.
This record from OMol25 describes a single C10H19P molecule at a distorted geometry. The level of theory is wB97M-V/def2-TZVPD.

Last column: Mulliken charge in e.
CARTESIAN COORDINATES (ANGSTROEM)
C: -1.93209 -0.87600 -1.90570  -1.57
C: -1.24390 0.22143 -1.17724  -0.44
P: -1.89599 0.91470 0.29007  0.47
C: -0.91749 2.21748 0.89239  -1.28
C: -2.02838 -0.51329 1.55686  -0.77
C: -0.63184 -0.88109 1.84599  -0.37
C: 0.06895 -1.40488 0.86499  -0.08
C: 1.52226 -1.69266 0.92564  -0.76
C: 2.38876 -0.83634 0.05207  -0.70
C: 1.96026 0.09978 -0.83531  0.91
C: 3.02739 0.92414 -1.53238  -1.39
H: -1.97808 -0.63352 -2.91432  0.41
H: -1.42141 -1.84259 -1.69746  0.24
H: -2.93191 -0.87591 -1.59395  0.36
H: -0.74350 1.05060 -1.65800  0.51
H: -3.19449 1.53973 0.51243  0.04
H: -1.12097 3.09311 0.29803  0.43
H: 0.12719 2.09445 1.09146  0.43
H: -1.30593 2.62526 1.83365  0.41
H: -2.68800 -0.11639 2.38555  0.38
H: -2.44480 -1.40147 1.19937  0.47
H: -0.18940 -0.46844 2.76086  0.27
H: -0.28712 -1.67715 -0.08724  0.26
H: 1.83797 -1.62551 2.06013  0.27
H: 1.60650 -2.77045 0.54956  0.25
H: 3.40862 -0.81761 0.26215  0.37
H: 0.94025 0.33499 -0.89149  -0.13
H: 3.83638 1.25067 -0.85186  0.33
H: 2.63259 1.81245 -2.03463  0.35
H: 3.59817 0.25453 -2.20161  0.32

Results
Energy above the lowest of the compared OMol25 structures with the same formula, charge and spin: 58.9 kcal per mole
Calculated total energy: -733.60777 Ha
LUMO: 0.90 eV
Frontier orbital gap: 7.69 eV
M: 170.24 g mol⁻¹